[1]
Density functional theory data (ωB97M-V with the def2-TZVPD basis set) for a single C7H12O2 molecule at a distorted geometry.

ΔE to the lowest compared entry with this formula, charge and spin: 241.3 kJ/mol
E_LUMO: 0.78 eV
Total energy: -11545.90286 eV
SMILES: CCCC#C[C@@H](O)CO

```
! wB97M-V def2-TZVPD RIJCOSX def2/J DEFGRID3
* xyz 0 1
O 1.340 0.287 -3.504
O 2.202 -1.393 -1.530
C -0.028 0.507 0.205
C 1.006 0.339 -0.406
C 2.147 0.861 -2.539
C -1.495 -0.559 1.930
C -2.838 -0.477 2.645
C -1.307 0.576 0.915
C 2.202 0.084 -1.220
H -2.935 0.470 3.197
H 1.878 1.915 -2.392
H 3.089 0.413 -0.651
H -1.376 1.547 1.430
H -1.406 -1.524 1.409
H -2.951 -1.302 3.363
H 3.267 0.659 -2.731
H -0.675 -0.522 2.663
H -2.128 0.555 0.180
H -3.671 -0.538 1.929
H 0.587 -0.272 -3.087
H 3.094 -1.625 -1.807
*
```

=====

[2]
Density functional theory data (ωB97M-V with the def2-TZVPD basis set) for 2 unconnected molecules or ions with the total composition C8H11Cl2N2S at a distorted geometry.

ΔE to the lowest compared entry with this formula, charge and spin: 158.6 kJ/mol
E_LUMO (spin up / spin down): -4.52 / -4.52 eV
Total energy: -47325.02685 eV

```
! wB97M-V def2-TZVPD RIJCOSX def2/J DEFGRID3
* xyz 1 1
Cl -2.830 1.060 2.205
Cl 1.694 -1.518 2.367
S 0.361 -0.691 -2.175
N 2.727 0.506 0.461
N -0.940 -1.514 -0.179
C 1.018 0.011 2.104
C -1.676 -2.387 -0.994
C -0.299 0.222 2.500
C -1.168 1.121 1.852
C -0.624 1.968 0.938
C 1.508 0.715 0.872
C 0.811 2.002 0.605
C -0.096 -0.563 -0.570
H 3.314 -0.266 0.856
H 2.958 0.811 -0.437
H 0.999 2.432 -0.344
H -1.071 -3.083 -1.604
H -2.385 -2.883 -0.446
H -1.314 -1.631 0.827
H -0.670 -0.528 3.133
H -2.220 -1.820 -1.746
H 1.559 0.231 -2.090
H 1.500 2.680 1.366
H -1.240 2.724 0.455
*
```

=====

[3]
Density functional theory data (ωB97M-V with the def2-TZVPD basis set) for a molecular structure, C29H44ClN5O4Pb at a distorted geometry.

ΔE to the lowest compared entry with this formula, charge and spin: 0.0 kJ/mol
E_LUMO (spin up / spin down): 3.97 / 3.93 eV
Total energy: -64194.86916 eV

```
! wB97M-V def2-TZVPD RIJCOSX def2/J DEFGRID3
* xyz -2 1
Pb -1.530 -2.268 -0.791
Cl -2.795 -0.150 -0.047
O 1.178 -1.818 -1.817
O 2.552 4.715 -3.788
O -0.762 -1.149 -2.782
O 4.498 3.681 -3.788
N 3.250 3.675 -3.868
N 2.365 0.288 0.605
N 0.986 1.921 0.528
N -2.549 -5.209 -0.049
N -4.255 -4.112 -0.744
C -4.722 -5.221 -0.081
C 1.223 0.099 -3.255
C 1.177 0.709 1.051
C -0.072 -4.988 -0.286
C -1.044 2.096 1.795
C 0.501 1.265 -3.573
C -4.629 -2.221 -2.311
C 2.945 1.255 -0.189
C -1.223 -5.697 0.418
C -1.168 -5.508 1.935
C -3.663 -5.897 0.360
C 1.797 -1.872 1.410
C -0.944 2.839 -0.635
C -0.223 2.752 0.702
C 0.523 -1.057 -2.593
C -2.899 -4.063 -0.689
C -1.162 -7.191 0.114
C 2.620 0.083 -3.451
C 3.819 -0.770 2.277
C -6.496 -3.700 -1.619
C -5.515 -2.153 0.036
C 1.169 2.417 -3.970
C 2.578 2.425 -4.004
C -5.199 -3.039 -1.167
C 2.058 2.276 -0.265
C 2.969 -0.988 1.033
C 3.303 1.224 -3.855
C 0.190 4.145 1.140
C 3.823 -1.539 -0.083
H 4.388 1.248 -3.962
H 3.207 -0.388 3.103
H -0.224 -5.916 2.322
H 3.891 1.136 -0.686
H -1.912 2.731 2.009
H 4.244 -1.739 2.572
H -7.163 -2.934 -2.037
H -6.320 -4.453 -2.397
H 2.153 -2.815 1.842
H -3.647 -1.774 -2.097
H 0.619 3.320 -4.203
H -1.204 1.842 -1.010
H -1.883 3.394 -0.507
H 0.751 4.105 2.082
H -1.224 -4.446 2.214
H -3.625 -6.789 0.958
H 4.229 -2.504 0.245
H 4.657 -0.859 -0.286
H -0.294 -4.769 -1.340
H -1.993 -6.044 2.423
H 1.208 -2.109 0.519
H -4.597 -1.732 0.465
H -0.329 3.357 -1.383
H -6.065 -2.717 0.801
H -6.135 -1.307 -0.296
H -1.411 1.114 1.487
H 2.120 3.213 -0.793
H -4.571 -2.823 -3.228
H 4.643 -0.079 2.065
H 0.812 -5.649 -0.273
H -0.161 -7.570 0.354
H 0.787 4.662 0.381
H 3.221 -1.700 -0.983
H -7.029 -4.163 -0.781
H -0.587 1.256 -3.513
H 3.180 -0.832 -3.249
H -5.758 -5.449 0.072
H -0.718 4.733 1.321
H 0.234 -4.072 0.246
H -1.881 -7.758 0.714
H 1.143 -1.348 2.120
H -5.302 -1.366 -2.487
H -1.355 -7.380 -0.948
H -0.448 2.009 2.710
*
```